[1]
{"formula": "C41H45ClN6O11SSiTi", "method": "wB97M-V/def2-TZVPD", "multiplicity": 2, "s2": 0.752, "orbital_gap_ev": [7.6, 7.9], "total_charge": -1, "relative_energy_kcal_mol": 0.0, "fmax_ev_per_a": 1.15, "symbols": ["Ti", "O", "C", "C", "C", "C", "C", "C", "N", "H", "H", "H", "H", "H", "H", "H", "O", "C", "C", "O", "O", "C", "C", "C", "C", "C", "C", "C", "C", "C", "C", "C", "C", "H", "H", "H", "H", "H", "H", "H", "H", "H", "H", "H", "C", "Si", "C", "C", "C", "C", "C", "C", "C", "H", "H", "H", "H", "H", "H", "H", "H", "H", "H", "H", "O", "Cl", "O", "O", "O", "O", "C", "N", "S", "O", "O", "C", "C", "C", "C", "C", "C", "H", "H", "H", "H", "C", "N", "C", "N", "C", "N", "C", "N", "C", "C", "H", "H", "H", "H", "H", "H", "H", "H", "H", "H", "H", "H"], "coordinates": [[0.475, -0.245, -0.543], [0.561, 1.231, 3.347], [0.263, 0.036, 4.037], [-1.175, -0.408, 3.878], [-2.061, -0.357, 4.948], [-3.356, -0.818, 4.776], [-3.727, -1.312, 3.539], [-2.778, -1.316, 2.525], [-1.538, -0.878, 2.685], [0.949, 0.998, 2.483], [0.458, 0.220, 5.097], [0.923, -0.774, 3.708], [-1.732, 0.039, 5.901], [-4.064, -0.793, 5.596], [-4.724, -1.689, 3.353], [-3.032, -1.692, 1.538], [-1.170, -1.179, -1.809], [-2.426, -0.487, -1.763], [-2.397, 0.473, -0.537], [-3.423, 1.025, -0.174], [-1.235, 0.669, -0.035], [-3.543, -1.532, -1.746], [-3.324, -2.730, -2.426], [-4.291, -3.723, -2.444], [-5.500, -3.531, -1.792], [-5.733, -2.333, -1.133], [-4.765, -1.337, -1.110], [-2.490, 0.366, -3.028], [-3.493, 1.319, -3.177], [-3.542, 2.109, -4.314], [-2.592, 1.955, -5.316], [-1.599, 0.999, -5.174], [-1.546, 0.204, -4.036], [-1.152, -1.871, -1.120], [-2.388, -2.889, -2.947], [-4.094, -4.648, -2.971], [-6.255, -4.308, -1.798], [-6.675, -2.167, -0.626], [-4.946, -0.411, -0.584], [-4.219, 1.452, -2.385], [-4.320, 2.856, -4.413], [-2.627, 2.579, -6.200], [-0.853, 0.869, -5.948], [-0.770, -0.543, -3.938], [2.369, -3.994, 0.591], [0.554, -3.589, 0.397], [-0.174, -4.521, -1.062], [-0.384, -4.048, 1.962], [-1.620, -4.695, 1.935], [-2.357, -4.894, 3.097], [-1.866, -4.443, 4.313], [-0.631, -3.810, 4.365], [0.099, -3.621, 3.201], [2.501, -5.044, 0.862], [2.821, -3.387, 1.379], [2.909, -3.804, -0.339], [0.036, -5.590, -0.993], [0.252, -4.149, -1.997], [-1.261, -4.402, -1.116], [-2.030, -5.037, 0.991], [-3.321, -5.386, 3.048], [-2.446, -4.578, 5.218], [-0.244, -3.450, 5.311], [1.053, -3.106, 3.255], [3.696, -0.486, 2.084], [3.210, -0.369, 0.717], [4.091, 0.473, -0.079], [1.891, 0.423, 0.832], [0.356, -1.994, 0.167], [1.206, 1.097, -2.038], [1.839, 0.216, -2.678], [1.805, -1.037, -2.246], [2.506, -2.069, -3.300], [1.498, -2.844, -3.970], [3.600, -2.769, -2.697], [3.085, -0.781, -4.392], [3.842, -0.865, -5.541], [4.123, 0.321, -6.210], [3.647, 1.540, -5.736], [2.882, 1.609, -4.580], [2.613, 0.429, -3.911], [4.205, -1.816, -5.907], [4.720, 0.298, -7.111], [3.882, 2.445, -6.280], [2.501, 2.547, -4.198], [-0.900, 3.536, 1.166], [-1.119, 4.993, 1.227], [0.171, 5.631, 1.495], [1.181, 5.324, 0.476], [1.339, 3.859, 0.434], [0.082, 3.185, 0.139], [-0.412, 3.662, -1.151], [-0.624, 5.120, -1.156], [-1.578, 5.435, -0.089], [0.653, 5.754, -0.819], [-1.842, 3.034, 0.940], [-0.547, 3.182, 2.135], [0.537, 5.291, 2.465], [0.028, 6.715, 1.533], [1.712, 3.512, 1.400], [2.075, 3.596, -0.329], [-1.362, 3.168, -1.372], [0.306, 3.402, -1.929], [-2.528, 4.943, -0.312], [-1.738, 6.517, -0.067], [0.513, 6.839, -0.802], [1.383, 5.508, -1.595]], "lowdin_charge": [1.10, -0.06, -0.20, -0.26, -0.03, -0.08, -0.07, -0.13, 0.15, 0.04, 0.11, 0.11, 0.11, 0.10, 0.10, 0.11, -0.10, -0.28, -0.55, 0.05, -0.09, -0.11, -0.02, -0.08, -0.10, -0.08, -0.02, -0.11, -0.01, -0.08, -0.10, -0.07, -0.01, 0.08, 0.12, 0.10, 0.10, 0.10, 0.10, 0.12, 0.10, 0.10, 0.10, 0.11, -0.14, 0.38, -0.14, -0.22, -0.10, -0.10, -0.10, -0.09, -0.10, 0.03, 0.02, 0.02, 0.04, 0.02, 0.01, 0.09, 0.10, 0.10, 0.10, 0.10, -0.43, 0.87, -0.43, -0.56, -0.40, -0.05, -0.51, -0.08, 0.65, -0.29, -0.28, -0.19, -0.03, -0.07, -0.07, 0.01, -0.12, 0.12, 0.10, 0.10, 0.12, -0.16, -0.09, -0.19, -0.09, -0.17, -0.09, -0.17, -0.09, -0.19, -0.19, 0.12, 0.12, 0.12, 0.12, 0.13, 0.13, 0.12, 0.11, 0.12, 0.12, 0.12, 0.12]}

---

[2]
{"formula": "C10H21Cl2FeO3P", "method": "wB97M-V/def2-TZVPD", "multiplicity": 6, "s2": 8.762, "orbital_gap_ev": [2.1, 8.4], "total_charge": -1, "relative_energy_kcal_mol": 1.7, "fmax_ev_per_a": 3.73, "symbols": ["Fe", "Cl", "Cl", "C", "H", "H", "C", "C", "H", "C", "H", "C", "H", "H", "C", "H", "H", "C", "H", "H", "H", "H", "C", "O", "P", "O", "C", "O", "C", "H", "H", "H", "H", "H", "H", "H", "H", "H"], "coordinates": [[3.632, -1.486, 0.953], [4.829, -3.169, 1.509], [4.050, 0.523, 0.292], [-1.269, -1.155, 1.884], [-0.925, -1.633, 2.809], [-1.949, -0.316, 2.072], [-0.206, -0.877, 0.859], [-1.614, -1.997, 0.818], [-0.367, 0.003, 0.224], [-1.264, -3.434, 0.799], [-2.380, -1.639, 0.125], [0.082, -3.762, 1.491], [-2.067, -3.998, 1.295], [-1.234, -3.798, -0.237], [1.268, -2.999, 0.904], [-0.001, -3.552, 2.562], [0.265, -4.840, 1.400], [1.140, -1.462, 0.984], [2.179, -3.342, 1.429], [1.397, -3.285, -0.150], [1.547, -1.134, 1.964], [1.761, -1.017, 0.168], [-2.202, 2.158, -0.061], [-2.167, 2.661, -1.403], [-1.074, 2.185, -2.547], [-0.524, 3.621, -3.110], [-0.812, 4.894, -2.507], [0.186, 1.648, -1.611], [1.493, 2.238, -1.668], [-2.455, 1.086, -0.029], [-2.990, 2.732, 0.439], [-1.251, 2.330, 0.464], [-1.828, 5.222, -2.760], [-0.675, 4.889, -1.417], [-0.090, 5.586, -2.951], [1.882, 2.270, -2.697], [1.487, 3.251, -1.240], [2.143, 1.600, -1.057]], "lowdin_charge": [-0.17, -0.12, -0.07, -0.22, 0.11, 0.10, -0.13, -0.20, 0.09, -0.20, 0.12, -0.21, 0.11, 0.11, -0.26, 0.10, 0.10, -0.32, 0.03, 0.11, 0.04, 0.04, -0.14, -0.40, 0.85, -0.40, -0.14, -0.42, -0.15, 0.07, 0.08, 0.08, 0.08, 0.08, 0.08, 0.08, 0.08, 0.00]}

---

[3]
{"formula": "C6H14NO2S", "method": "wB97M-V/def2-TZVPD", "orbital_gap_ev": 8.6, "total_charge": 1, "relative_energy_kcal_mol": 88.6, "fmax_ev_per_a": 4.22, "symbols": ["C", "C", "C", "C", "C", "C", "N", "O", "O", "S", "H", "H", "H", "H", "H", "H", "H", "H", "H", "H", "H", "H", "H", "H"], "coordinates": [[1.777, -0.147, 1.812], [-1.612, -2.864, -1.319], [0.333, 3.050, -0.776], [-0.640, -1.785, -0.859], [0.925, 1.780, -0.119], [-0.668, 0.107, 0.534], [-1.207, 0.813, 1.518], [-1.090, -1.112, 0.315], [0.215, 0.544, -0.274], [2.535, -1.489, 1.337], [2.488, 0.570, 2.291], [-2.111, -3.183, -0.512], [-2.281, -2.611, -2.105], [-0.978, -3.621, -1.853], [-0.709, 3.056, -0.490], [0.979, 3.820, -0.398], [0.467, 2.868, -1.767], [-0.576, -1.060, -1.592], [0.394, -2.258, -0.557], [1.103, 1.830, 0.982], [1.814, 1.377, -0.608], [-1.904, 0.483, 2.109], [-0.851, 1.769, 1.907], [1.599, -1.934, 0.425]], "lowdin_charge": [-0.45, -0.01, 0.00, -0.17, -0.19, -0.49, 0.27, 0.08, -0.01, 0.87, 0.00, 0.04, 0.08, 0.12, 0.09, 0.09, 0.05, 0.10, 0.12, 0.09, 0.14, 0.12, 0.20, -0.13]}

---

[4]
{"formula": "C6H13As2Cl10F12OY", "method": "wB97M-V/def2-TZVPD", "orbital_gap_ev": 6.6, "relative_energy_kcal_mol": 56.4, "fmax_ev_per_a": 6.24, "symbols": ["Y", "C", "O", "H", "H", "H", "As", "F", "F", "F", "F", "F", "F", "As", "F", "F", "F", "F", "F", "F", "C", "Cl", "Cl", "H", "H", "C", "Cl", "Cl", "H", "H", "C", "Cl", "Cl", "H", "H", "C", "Cl", "Cl", "H", "H", "C", "Cl", "Cl", "H", "H"], "coordinates": [[-0.810, 1.951, 2.683], [-0.274, 3.881, -0.241], [-1.033, 3.629, 0.928], [-1.037, 4.224, -0.940], [0.547, 4.598, -0.217], [0.092, 2.948, -0.670], [-4.624, 2.828, 2.037], [-2.924, 2.200, 2.174], [-3.965, 3.981, 0.765], [-6.284, 3.417, 1.925], [-5.053, 1.610, 3.257], [-4.315, 4.057, 3.327], [-5.003, 1.571, 0.751], [0.008, -0.711, 0.568], [-0.663, -1.532, -0.898], [1.343, -1.894, 0.689], [0.463, 0.212, 2.061], [-1.247, 0.573, 0.655], [-1.088, -1.745, 1.586], [1.027, 0.351, -0.438], [4.613, -0.586, 0.262], [5.324, -1.009, -1.357], [5.699, 0.539, 1.070], [3.666, -0.063, 0.129], [4.437, -1.450, 0.902], [1.268, -4.192, 2.748], [2.968, -3.868, 2.535], [0.937, -4.056, 4.536], [0.675, -3.478, 2.176], [1.124, -5.239, 2.483], [3.181, 2.319, -2.441], [1.844, 1.915, -3.508], [3.687, 4.056, -2.441], [2.781, 2.191, -1.435], [4.106, 1.771, -2.622], [1.021, -1.911, -3.554], [2.805, -1.904, -3.932], [0.030, -2.329, -5.067], [0.822, -2.672, -2.799], [0.582, -0.984, -3.184], [-3.238, -3.061, -0.994], [-3.997, -1.433, -0.625], [-4.168, -4.507, -0.407], [-3.014, -3.132, -2.058], [-2.310, -3.068, -0.422]], "lowdin_charge": [1.97, -0.23, -0.42, 0.09, 0.07, 0.04, 0.97, -0.40, -0.27, -0.25, -0.27, -0.28, -0.29, 0.99, -0.25, -0.25, -0.37, -0.30, -0.26, -0.24, -0.99, 0.47, 0.50, -0.01, 0.01, -0.98, 0.52, 0.45, -0.01, 0.03, -1.01, 0.54, 0.47, -0.01, 0.02, -0.93, 0.45, 0.43, 0.01, -0.01, -0.95, 0.49, 0.47, 0.03, -0.03]}

---

[5]
{"formula": "O8P2Rb8", "method": "wB97M-V/def2-TZVPD", "orbital_gap_ev": 2.1, "total_charge": 2, "fmax_ev_per_a": 2.47, "symbols": ["Rb", "Rb", "Rb", "Rb", "Rb", "Rb", "Rb", "Rb", "P", "O", "O", "O", "O", "P", "O", "O", "O", "O"], "coordinates": [[8.736, 22.769, 7.116], [6.846, 26.131, 4.498], [7.254, 19.364, 3.994], [9.871, 24.695, 2.178], [6.689, 21.297, 1.191], [11.118, 21.582, 4.237], [4.522, 22.295, 4.920], [6.612, 19.994, 7.180], [9.990, 19.536, 7.394], [9.969, 20.709, 8.419], [11.394, 19.188, 6.930], [9.115, 19.973, 6.114], [9.120, 18.378, 7.962], [7.630, 22.889, 3.965], [7.193, 21.879, 5.097], [6.329, 23.304, 3.228], [8.662, 22.240, 2.956], [8.399, 24.058, 4.649]], "lowdin_charge": [1.02, 1.05, 0.92, 1.01, 1.01, 0.94, 1.02, 0.94, -0.19, -0.58, -0.42, -0.85, -0.47, -0.29, -0.89, -0.69, -0.76, -0.77]}

---

[6]
{"formula": "C46H67Cl5N4O2P3SiSr", "method": "wB97M-V/def2-TZVPD", "orbital_gap_ev": 5.8, "total_charge": -1, "relative_energy_kcal_mol": 48.1, "fmax_ev_per_a": 5.71, "symbols": ["Sr", "C", "C", "C", "P", "C", "C", "C", "C", "C", "C", "C", "C", "C", "Si", "C", "C", "C", "C", "C", "C", "P", "C", "C", "C", "C", "C", "C", "C", "C", "C", "C", "C", "C", "P", "C", "C", "C", "C", "C", "C", "H", "H", "H", "H", "H", "H", "H", "H", "H", "H", "H", "H", "H", "H", "H", "H", "H", "H", "H", "H", "H", "H", "H", "H", "H", "H", "H", "H", "H", "H", "H", "H", "H", "H", "H", "H", "H", "H", "H", "H", "H", "H", "H", "H", "H", "H", "H", "H", "H", "H", "H", "H", "H", "H", "N", "C", "C", "N", "C", "C", "N", "H", "H", "H", "H", "H", "H", "H", "H", "H", "H", "H", "H", "H", "O", "N", "O", "Cl", "C", "C", "C", "Cl", "C", "Cl", "C", "Cl", "C", "Cl"], "coordinates": [[-1.730, 0.728, -0.986], [2.383, -4.865, 1.790], [1.566, -3.990, 0.843], [2.505, -3.283, -0.139], [0.439, -2.691, 1.540], [-0.786, -3.578, 2.659], [-1.523, -4.606, 1.795], [-0.449, -4.221, 4.007], [1.541, -1.680, 2.606], [2.033, -2.232, 3.800], [2.809, -1.503, 4.681], [3.121, -0.188, 4.356], [2.673, 0.344, 3.160], [1.881, -0.364, 2.234], [1.346, 0.524, 0.539], [1.567, 2.334, 1.223], [2.713, 3.083, 0.938], [2.951, 4.339, 1.478], [2.046, 4.882, 2.371], [0.888, 4.175, 2.666], [0.614, 2.939, 2.081], [-0.967, 2.051, 2.378], [-0.664, 1.248, 4.032], [-0.630, 2.149, 5.264], [-1.560, 0.028, 4.259], [-2.380, 3.266, 2.560], [-2.312, 4.600, 3.309], [-3.594, 2.479, 3.072], [3.060, 0.328, -0.402], [4.240, 0.178, 0.352], [5.500, 0.094, -0.210], [5.641, 0.174, -1.589], [4.506, 0.307, -2.364], [3.220, 0.362, -1.807], [1.768, 0.466, -2.944], [2.161, -0.812, -4.280], [2.632, -2.140, -3.686], [3.047, -0.443, -5.472], [2.103, 2.047, -3.851], [0.995, 2.293, -4.874], [2.222, 3.202, -2.862], [3.010, -5.550, 1.210], [1.764, -5.469, 2.455], [3.051, -4.256, 2.403], [0.893, -4.636, 0.268], [3.256, -2.701, 0.402], [1.980, -2.584, -0.794], [3.029, -4.012, -0.763], [-1.495, -2.770, 2.883], [-0.909, -5.499, 1.646], [-1.782, -4.217, 0.808], [-2.444, -4.925, 2.289], [0.355, -4.957, 3.936], [-1.333, -4.746, 4.384], [-0.168, -3.482, 4.754], [1.812, -3.259, 4.041], [3.166, -1.952, 5.601], [3.722, 0.421, 5.023], [2.950, 1.369, 2.938], [3.466, 2.670, 0.278], [3.854, 4.879, 1.212], [2.226, 5.847, 2.830], [0.196, 4.603, 3.364], [0.343, 0.857, 3.890], [-1.629, 2.500, 5.533], [0.005, 3.023, 5.110], [-0.234, 1.603, 6.126], [-2.586, 0.305, 4.513], [-1.166, -0.578, 5.080], [-1.590, -0.601, 3.363], [-2.550, 3.512, 1.507], [-1.925, 4.501, 4.323], [-3.323, 5.015, 3.384], [-1.708, 5.330, 2.777], [-3.573, 2.395, 4.161], [-3.644, 1.463, 2.669], [-4.518, 3.000, 2.806], [4.174, 0.129, 1.434], [6.370, -0.021, 0.428], [6.619, 0.129, -2.055], [4.623, 0.373, -3.437], [1.165, -0.983, -4.699], [3.658, -2.075, -3.317], [2.597, -2.923, -4.450], [2.026, -2.471, -2.840], [3.052, -1.277, -6.181], [4.087, -0.256, -5.201], [2.686, 0.434, -6.008], [3.058, 1.948, -4.382], [0.016, 2.341, -4.410], [0.951, 1.520, -5.646], [1.158, 3.255, -5.372], [1.350, 3.289, -2.213], [2.314, 4.150, -3.402], [3.095, 3.089, -2.219], [-0.722, -2.017, -2.010], [-1.741, -3.038, -1.823], [-2.883, -2.444, -0.986], [-2.311, -1.439, -0.094], [-3.276, -0.467, 0.489], [-4.122, 0.352, -0.615], [-3.866, 1.804, -0.451], [-0.146, -2.205, -2.815], [-0.128, -1.898, -1.191], [-1.372, -3.972, -1.385], [-2.134, -3.280, -2.812], [-3.479, -3.188, -0.446], [-3.565, -1.943, -1.675], [-1.741, -1.861, 0.636], [-2.682, 0.281, 1.063], [-3.963, -0.929, 1.196], [-5.172, 0.081, -0.559], [-3.810, 0.094, -1.651], [-4.285, 2.126, 0.413], [-4.258, 2.318, -1.234], [-1.754, 3.244, -2.333], [-1.467, 3.895, -1.315], [-1.034, 3.194, -0.360], [-5.885, 2.366, -3.018], [-5.140, 1.150, -4.108], [-3.831, 0.769, -3.894], [-3.398, -0.161, -4.816], [-1.707, -0.705, -4.705], [-4.154, -0.705, -5.852], [-3.519, -1.890, -6.943], [-5.472, -0.277, -5.998], [-6.464, -0.917, -7.260], [-5.978, 0.675, -5.116], [-7.614, 1.212, -5.300]], "lowdin_charge": [1.24, -0.11, -0.55, -0.13, 1.08, -0.54, -0.13, -0.12, -0.36, -0.12, -0.09, -0.08, -0.14, -0.31, 0.67, -0.33, -0.11, -0.09, -0.09, -0.10, -0.37, 1.07, -0.53, -0.11, -0.12, -0.53, -0.12, -0.14, -0.31, -0.12, -0.09, -0.09, -0.12, -0.38, 1.07, -0.55, -0.13, -0.12, -0.58, -0.12, -0.11, 0.08, 0.05, 0.07, 0.09, 0.08, 0.03, 0.08, 0.07, 0.08, 0.03, 0.08, 0.06, 0.07, 0.06, 0.07, 0.10, 0.10, 0.10, 0.08, 0.10, 0.09, 0.07, 0.07, 0.06, 0.06, 0.07, 0.06, 0.08, 0.04, 0.07, 0.06, 0.07, 0.07, 0.07, 0.04, 0.08, 0.08, 0.10, 0.10, 0.08, 0.05, 0.07, 0.08, 0.03, 0.08, 0.06, 0.05, 0.09, 0.06, 0.06, 0.08, 0.07, 0.08, 0.06, -0.03, -0.25, -0.20, -0.22, -0.28, -0.34, -0.08, 0.03, 0.00, 0.09, 0.11, 0.11, 0.11, 0.03, 0.03, 0.12, 0.12, 0.02, 0.08, 0.01, -0.22, -0.26, -0.32, 0.61, -0.67, -0.14, -0.69, 0.63, -0.72, 0.63, -0.72, 0.64, -0.72, 0.63]}

---

Number 1: E -4743.051794 Ha. Number 2: E -3144.790174 Ha. Number 3: E -840.035006 Ha. Number 4: E -10621.993844 Ha. Number 5: E -1477.177503 Ha. Number 6: E -5807.766820 Ha.